114
Properties=species:S:1:pos:R:3:forces:R:3 method="wB97M-V/def2-TZVPD" homo_energy_ev=-10.0 charge=0 fmax_ev_per_a=3.09 total_energy_ha=-2124.6361 relative_energy_kcal_mol=107.7
O 4.687630 0.736780 7.488250 -0.3 -0.1 0.0
O 1.637150 2.022260 10.254690 0.1 0.1 0.3
O 4.393200 -0.676670 3.202340 0.3 0.0 0.0
O 2.389460 -2.803730 7.362050 -0.4 -0.7 0.2
O -4.915750 -1.706290 9.858320 0.4 1.7 -1.8
O 6.811120 -9.682660 9.004890 -0.3 -0.1 -0.2
O -1.964190 -2.701020 6.302260 -0.1 -0.2 -0.2
O 5.037830 -7.309750 17.342620 0.8 0.7 -1.0
O -3.162060 -6.883400 6.303110 0.0 -0.3 0.0
O 4.173130 2.198540 14.095700 0.2 0.4 -0.3
O 8.420630 -0.934650 4.938300 0.1 -0.1 0.3
O 5.477170 -9.632880 5.354200 -0.2 0.0 -0.2
O 8.829990 -9.736780 2.393230 0.8 0.1 0.6
O 1.554250 -4.966170 0.159180 0.5 0.6 0.0
O 7.245670 0.897920 10.889090 0.0 -0.3 -0.3
O 9.347840 -2.133170 8.712920 0.2 -0.2 0.1
O 9.898580 -6.619840 9.413490 -0.6 -0.9 0.2
C -3.331150 -2.250870 11.441740 1.6 0.3 0.6
C 4.856040 1.185840 16.113540 2.4 -1.1 0.1
C 12.186370 -6.866170 10.030640 -0.2 0.0 0.6
C 3.790350 1.290780 15.106360 0.1 -0.3 0.4
C 2.578260 1.725720 15.818760 -2.3 0.4 0.0
C 3.935770 -6.776930 16.562000 -0.5 -1.3 1.1
C 1.627100 -6.176870 0.900290 -0.7 -0.5 -0.8
C 3.145290 -7.989020 16.035260 -1.0 0.3 -0.8
C 1.533380 -7.354620 -0.108410 -0.5 0.8 0.5
C -5.817670 -1.819260 12.084740 0.9 -0.1 -0.5
C 4.228540 -4.437490 7.291510 -0.4 0.2 0.6
C 2.938530 -3.956510 8.039630 0.6 0.3 -0.9
C 3.210820 -3.665850 9.493990 0.4 -0.5 0.2
C 0.445560 -6.183350 1.882890 0.2 -0.2 0.4
C 11.250960 -7.671600 7.776180 1.7 0.0 -1.9
C 8.246010 -9.309420 1.173970 1.2 -0.4 -0.2
C 11.039700 -7.448380 9.204730 0.3 0.3 1.6
C 4.367240 -5.821950 15.469260 0.9 0.2 -0.8
C -4.745930 -2.350020 11.073380 -2.8 -1.1 0.6
C 8.051980 -7.821970 1.218880 -1.0 0.9 -0.6
C 9.130980 -9.718170 -0.034920 -1.5 -0.3 -0.3
H 3.477510 2.176350 13.434470 -0.1 0.2 -0.2
H 0.812480 -5.002830 -0.449120 -0.2 -0.1 0.0
H 4.761240 -4.855070 15.782310 -0.1 -0.1 0.6
H 2.075750 -7.202470 -1.041570 0.6 0.1 0.4
H 3.754280 -1.351820 3.430770 -0.2 -0.2 0.1
H 3.768790 -4.528590 9.857940 0.5 0.2 0.2
H 0.716790 1.997610 9.992860 -0.2 0.0 0.0
H 11.834810 -6.579770 11.021840 -0.6 -0.1 0.0
H 4.801510 0.242100 16.656210 -0.3 -0.1 0.0
H 4.970880 1.952560 16.879740 -0.3 0.4 -0.4
H 2.502120 1.478960 16.877720 0.4 -0.3 -0.1
H 5.737210 -9.648490 6.275270 0.1 0.0 0.4
H -4.047860 -6.522430 6.267010 -0.2 0.1 0.0
H 10.034600 -9.147480 -0.249120 0.0 0.1 0.6
H 4.032360 -4.639560 6.238530 -0.2 -0.2 0.2
H 7.276240 -8.850960 9.095260 0.1 0.3 0.1
H -2.561140 -2.399370 6.987010 -0.2 0.1 0.2
H 2.201690 -4.757770 7.983480 -0.2 0.2 -0.3
H -5.840850 -1.544410 9.659390 0.0 -0.1 0.2
H -2.690500 -2.377650 10.569050 -0.1 0.0 -0.1
H 7.687280 -0.987410 4.325400 -0.3 -0.1 -0.2
H 5.154510 -6.218700 14.828250 0.2 -0.5 0.2
H 7.502600 -10.344460 8.994780 0.2 -0.2 0.0
H 10.637500 -8.452650 7.327040 -0.5 0.5 0.1
H 3.335050 -6.234230 17.291860 -0.4 0.2 -0.2
H 7.303520 -9.856660 1.192310 -0.4 0.3 -0.9
H 10.166940 -5.727370 9.183090 -0.1 0.2 -0.1
H 7.262440 -7.530760 0.526110 -0.3 -0.3 -0.2
H 8.814210 -1.522020 9.220830 -0.2 0.1 0.2
H 2.508860 2.812530 15.772630 -0.1 0.0 -0.1
H 6.303700 -9.614430 4.871770 0.2 0.0 -0.2
H 3.606610 -5.573950 14.728950 -0.6 -0.3 0.4
H 3.648520 0.322780 14.625780 0.0 -0.3 0.1
H -3.125910 -1.261770 11.851200 0.1 0.1 0.0
H -2.965570 -2.973230 12.171570 -0.4 -0.1 0.1
H 5.112160 1.233160 6.788530 0.1 0.1 -0.2
H 5.767890 1.099150 15.522690 0.5 0.2 0.4
H 4.748850 -7.672070 18.183340 -0.4 0.1 -0.2
H 1.764750 -8.312940 0.356560 -0.2 0.0 -0.2
H 5.052070 -3.723620 7.308710 -0.2 0.5 0.2
H 10.950380 -8.469360 9.575860 -1.1 0.1 0.8
H 9.340560 -10.787840 -0.035690 0.3 -0.1 0.3
H 0.497350 -7.293120 -0.441510 -0.3 -0.6 0.1
H -1.099480 -2.411160 6.592920 0.3 0.0 0.1
H 8.491960 -9.610100 -0.911310 0.0 0.2 -0.3
H 1.718710 1.261500 15.335240 -0.5 0.4 0.1
H -0.512720 -6.185960 1.363490 0.1 0.2 -0.3
H 2.122400 -7.737250 15.755250 -0.2 0.5 0.1
H 3.504860 -8.387980 15.086760 0.7 0.0 0.2
H 7.855670 1.597180 10.654220 0.2 0.2 0.0
H 3.779190 -2.737730 9.554360 0.2 -0.1 0.3
H 2.996190 -8.821170 16.723290 0.5 0.2 0.3
H 4.657590 -5.295700 7.808690 -0.3 -0.3 -0.2
H 9.055890 -2.012960 7.809290 -0.1 0.0 -0.4
H 2.596710 -6.158160 1.397870 -0.1 0.0 0.1
H 0.489940 -5.303440 2.524680 0.0 0.1 -0.1
H 6.661950 1.295610 11.535120 -0.2 0.1 0.3
H 8.669660 -0.010420 4.935580 0.1 0.2 0.0
H 0.368920 -7.046800 2.543720 0.5 -0.2 0.0
H -2.588800 -6.121060 6.222860 0.2 0.3 0.0
H -5.635910 -0.770510 12.319650 0.1 0.0 0.1
H 2.369880 -3.634520 10.186760 -0.4 0.4 -0.5
H 3.039150 -2.097890 7.398180 0.2 0.1 0.0
H 2.118350 1.780380 9.463380 0.2 -0.1 -0.2
H 8.866040 -7.216730 0.820020 0.5 -0.3 0.6
H 12.906410 -7.635300 10.310060 0.6 0.3 -0.7
H -5.860470 -2.397340 13.007830 0.1 0.0 0.0
H 9.143460 -10.630140 2.234340 0.1 -0.1 0.2
H 12.565340 -5.916170 9.653850 0.6 -0.3 -0.5
H 3.879440 0.128520 3.139570 -0.1 0.2 0.0
H 12.259350 -8.051990 7.613280 0.3 -0.1 0.1
H -6.787390 -1.872230 11.589820 -0.1 -0.1 0.1
H 7.693660 -7.437200 2.173680 0.4 -0.2 0.2
H 5.406510 0.460350 8.056600 0.2 -0.1 0.3
H 11.254650 -6.731980 7.223740 -0.4 0.0 -0.3
H -5.062260 -3.360930 10.816290 0.4 -0.7 0.7